[1]
8
Properties=species:S:1:pos:R:3:lowdin_charge:R:1 method="wB97M-V/def2-TZVPD" multiplicity=1 total_charge=0 e_homo_ha=-0.357
N -0.63979 0.84788 -0.70504 0.140
C 0.34268 0.17289 -0.03219 -0.766
N -0.07802 -0.80720 0.85160 0.127
O 1.43028 0.76585 0.18223 -0.014
H -0.22552 1.49481 -1.37311 0.086
H -0.39989 -0.26386 -1.26263 0.221
H 0.45878 -0.84569 1.70853 0.111
H -0.88850 -1.36468 0.63061 0.094



[2]
107
Properties=species:S:1:pos:R:3:lowdin_charge:R:1 method="wB97M-V/def2-TZVPD" multiplicity=1 total_charge=-1 e_homo_ha=-0.154
Rb -0.52495 -0.32762 -0.88019 0.485
C 1.91177 1.68169 1.24460 -0.290
P 2.51722 -0.06725 1.45470 1.078
C 4.01566 -0.07561 0.37410 -0.391
C 4.94116 0.96861 0.32207 -0.083
C 6.05232 0.89397 -0.50254 -0.089
C 6.26484 -0.23795 -1.28385 -0.109
C 5.35508 -1.28203 -1.24432 -0.112
C 4.23400 -1.19363 -0.42540 -0.120
C 3.33761 0.02047 3.09874 -0.365
C 4.41352 -0.83254 3.35900 -0.103
C 5.00483 -0.87542 4.61079 -0.099
C 4.51981 -0.07380 5.63771 -0.110
C 3.44168 0.76316 5.39634 -0.093
C 2.85167 0.81163 4.13787 -0.080
C 0.56644 1.78589 1.91328 -0.493
C 0.01237 2.68643 2.81771 -0.110
C -1.28771 2.18580 3.11129 -0.082
C -1.42640 1.02493 2.35740 -0.438
C -2.52013 -0.00369 2.19262 -0.260
P -1.64126 -1.63284 1.89582 1.020
C -2.99332 -2.77736 1.39781 -0.376
C -3.95676 -2.38441 0.46854 -0.083
C -4.83613 -3.30689 -0.08335 -0.083
C -4.77343 -4.64180 0.28319 -0.104
C -3.81450 -5.05000 1.20132 -0.098
C -2.93084 -4.13017 1.74386 -0.119
C -1.33415 -2.06442 3.65207 -0.364
C -0.07565 -1.72465 4.14674 -0.086
C 0.24058 -1.92503 5.48388 -0.080
C -0.69726 -2.48428 6.33943 -0.103
C -1.95404 -2.82921 5.85543 -0.097
C -2.27327 -2.61323 4.52264 -0.101
N -0.30407 0.78918 1.64079 -0.132
H 1.83949 1.85679 0.16267 0.063
H 2.64195 2.39594 1.63406 0.081
H 4.78870 1.84666 0.93936 0.105
H 6.75861 1.71457 -0.53398 0.099
H 7.13711 -0.29999 -1.92284 0.098
H 5.50911 -2.16223 -1.85627 0.102
H 3.51386 -2.00435 -0.40256 0.098
H 4.79655 -1.46696 2.56686 0.099
H 5.84300 -1.53861 4.78705 0.096
H 4.97710 -0.10812 6.61889 0.093
H 3.04520 1.38249 6.19175 0.100
H 1.98783 1.44410 3.97598 0.090
H 0.47342 3.57826 3.22070 0.081
H -2.01096 2.61277 3.79152 0.076
H -3.15882 0.22213 1.33471 0.043
H -3.16413 -0.08881 3.07079 0.088
H -4.02372 -1.35379 0.14310 0.072
H -5.56090 -2.97158 -0.81455 0.096
H -5.45436 -5.36191 -0.15334 0.094
H -3.74769 -6.09272 1.48882 0.095
H -2.17687 -4.47004 2.44541 0.100
H 0.65363 -1.28553 3.47524 0.069
H 1.22030 -1.64221 5.85042 0.096
H -0.45368 -2.64784 7.38218 0.093
H -2.69167 -3.26107 6.52136 0.095
H -3.25929 -2.87353 4.15594 0.103
C 3.33847 0.22561 -3.61840 -0.308
P 1.65880 0.79094 -3.12992 0.819
C 0.82807 0.56944 -4.75971 -0.279
C 1.88582 2.62648 -3.10961 -0.388
C 3.11921 3.23444 -3.34276 -0.097
C 3.25529 4.61433 -3.29351 -0.093
C 2.15543 5.41118 -3.01331 -0.093
C 0.92736 4.81558 -2.76970 -0.096
C 0.77493 3.43296 -2.80379 -0.384
P -0.82454 2.58199 -2.43556 0.825
C -1.95254 3.43188 -3.60460 -0.270
C -1.29049 3.39070 -0.85306 -0.252
H 3.67176 0.65639 -4.56602 0.042
H 3.30238 -0.86010 -3.72149 0.040
H 4.06605 0.45059 -2.83704 0.011
H 1.32997 1.15968 -5.52929 0.045
H -0.22382 0.84463 -4.70243 -0.006
H 0.86873 -0.48829 -5.02661 0.043
H 3.99087 2.63162 -3.56076 0.084
H 4.22298 5.06675 -3.47369 0.097
H 2.25563 6.48896 -2.97587 0.097
H 0.07240 5.44093 -2.53718 0.095
H -1.98439 4.51110 -3.43707 0.031
H -2.94892 3.01026 -3.47304 0.028
H -1.62800 3.23946 -4.62813 0.038
H -1.25700 4.48069 -0.91774 0.037
H -0.64359 3.06006 -0.03586 0.025
H -2.30729 3.08627 -0.60400 0.022
B -3.18321 -0.65970 -3.91212 -0.438
N -2.71330 -2.10334 -3.55832 -0.103
C -3.37610 -3.24720 -3.79946 -0.123
C -2.68330 -4.29242 -3.22242 -0.093
C -1.57902 -3.66483 -2.63120 -0.193
N -1.60024 -2.35204 -2.83859 -0.016
N -3.98361 -0.04636 -2.71066 -0.086
C -5.25266 -0.31474 -2.36359 -0.123
C -5.56967 0.41617 -1.23505 -0.092
C -4.39117 1.12578 -0.96374 -0.205
N -3.44459 0.84744 -1.85745 0.022
H -3.94064 -0.75483 -4.85724 0.064
H -2.22855 0.04662 -4.11896 0.050
H -4.28975 -3.23257 -4.37114 0.108
H -2.93764 -5.33840 -3.22334 0.079
H -0.77072 -4.10818 -2.06821 0.093
H -5.84160 -1.00044 -2.95167 0.113
H -6.50229 0.43636 -0.69711 0.085
H -4.19593 1.83573 -0.17294 0.092



[3]
87
Properties=species:S:1:pos:R:3:lowdin_charge:R:1 method="wB97M-V/def2-TZVPD" multiplicity=1 total_charge=0 e_homo_ha=-0.212
Hf -0.91183 0.21924 0.68999 1.514
C -0.30997 -0.48942 -2.14190 -0.262
C -1.36861 0.56738 -2.37358 -0.218
C -1.92084 0.89831 -3.62582 0.028
C -2.85893 1.89120 -3.66921 0.041
C -3.25458 2.56885 -2.49012 -0.139
C -4.20527 3.61600 -2.45994 -0.027
C -4.51513 4.20931 -1.26858 -0.061
C -3.89936 3.79960 -0.06437 -0.086
C -2.96610 2.79530 -0.05934 -0.564
S -2.11818 2.29184 1.40841 0.640
C -2.64574 2.17914 -1.28869 -0.227
N -1.71596 1.18757 -1.27126 0.022
H -0.19598 -1.08349 -4.12315 0.148
H -0.78405 -1.42337 -1.83098 0.129
H 1.07624 0.64013 -1.31277 0.045
H -1.57880 0.39245 -4.51567 0.122
H -3.29978 2.18227 -4.61482 0.128
H -4.67023 3.93644 -3.38307 0.116
H -5.23757 5.01373 -1.23564 0.109
H -4.16140 4.28536 0.86605 0.108
Cl 3.47815 -1.54248 -6.64693 0.579
C 2.54092 -1.18540 -5.21105 -0.711
C 2.33840 -2.19220 -4.24182 -0.181
C 1.49109 -1.95239 -3.21033 -0.609
Cl 1.45662 -2.98770 -1.79122 0.688
C 0.54600 -0.79458 -3.34444 -0.337
O 0.45102 -0.03788 -0.95623 -0.205
C 1.36501 0.36042 -3.85491 -0.576
Cl 1.42057 1.91156 -2.97989 0.691
C 2.23554 0.13548 -4.88876 -0.194
H 2.91574 -3.10678 -4.28405 0.102
H 2.74053 0.95608 -5.38380 0.101
C 3.35406 -0.02955 1.83903 -0.107
C 2.33969 -0.87431 2.62211 -0.631
C 3.03080 -1.38706 3.89314 -0.090
C 2.03314 -2.08159 1.72465 -0.129
Si 0.72570 0.15337 2.98547 0.758
C -0.41537 -0.78244 4.26318 -0.633
C 0.01728 -0.59314 5.72505 -0.091
C -0.47442 -2.29628 4.01121 -0.105
C -1.84886 -0.26172 4.09978 -0.124
C 1.19173 1.92789 3.64695 -0.634
C 2.32943 1.93046 4.67734 -0.096
C -0.00208 2.63887 4.30105 -0.120
C 1.61920 2.80806 2.46025 -0.124
H 4.19669 -0.66452 1.54420 0.090
H 3.75967 0.80069 2.41527 0.060
H 2.92642 0.37780 0.91742 0.071
H 3.92306 -1.95761 3.61051 0.087
H 2.39566 -2.05517 4.47369 0.060
H 3.35355 -0.58302 4.55372 0.064
H 2.95830 -2.64676 1.56319 0.090
H 1.67467 -1.78226 0.73932 0.015
H 1.30074 -2.76446 2.15093 0.058
H 1.05855 -0.87610 5.88326 0.068
H -0.59480 -1.23184 6.37288 0.086
H -0.10456 0.42959 6.07662 0.059
H 0.47775 -2.79167 4.19376 0.066
H -0.78650 -2.54503 2.99538 0.057
H -1.20548 -2.73586 4.69928 0.087
H -1.95192 0.80140 4.31605 0.060
H -2.53014 -0.80653 4.76431 0.092
H -2.24756 -0.42347 3.08526 0.038
H 2.08390 1.34601 5.56534 0.070
H 2.51445 2.95992 5.00517 0.086
H 3.26716 1.54916 4.27521 0.058
H -0.30021 2.18839 5.24624 0.061
H -0.88036 2.68372 3.65769 0.002
H 0.28302 3.67468 4.51743 0.087
H 2.51471 2.44500 1.95842 0.056
H 1.83341 3.82189 2.81733 0.086
H 0.82303 2.89890 1.71547 0.036
O -0.91536 -1.85642 0.66237 -0.181
C -2.13494 -1.98617 0.24460 -0.550
O -2.84911 -0.94723 0.32252 -0.048
C -2.55589 -3.27831 -0.29054 -0.143
C -1.70411 -4.37545 -0.19428 -0.005
C -2.08693 -5.57664 -0.76434 -0.053
C -3.30127 -5.67001 -1.43162 -0.060
C -4.15062 -4.57333 -1.52588 -0.062
C -3.78011 -3.37031 -0.95261 -0.002
H -0.75412 -4.27315 0.31163 0.117
H -1.43469 -6.43676 -0.70315 0.112
H -3.58732 -6.60652 -1.89263 0.109
H -5.09541 -4.66098 -2.04450 0.108
H -4.41881 -2.49924 -1.01281 0.123



Table of lowest unoccupied orbital energy (eV), in record order: 0.3431, 2.1302, -1.1600
Table of frontier orbital gap (eV), in record order: 10.070, 6.313, 4.608
Table of ΔE to the lowest compared entry with this formula, charge and spin (kJ/mol), in record order: 264.72, 0.00, 409.89